No. 1
The following is a quantum chemistry calculation of a cluster of 2 separate species, C4H12 in total, from OMol25.

The energy above the lowest of the compared OMol25 structures with the same formula, charge and spin comes out at 116.64 kJ/mol. The value obtained for the LUMO energy (alpha / beta) is -3.66 / -11.39 eV. As for the frontier orbital gap (alpha / beta): 0.4001 / 0.1131 hartree. The max |F| is 4.65 eV/Å. The calculation puts the HOMO energy (alpha / beta) at -14.55 / -14.47 eV. Its spin multiplicity is 2. As for the net charge: +1. The calculation puts the total energy at -4330.0231 eV. As for the expectation value of S²: 0.7536.

Atoms and positions in Å:
C -0.5727 -1.5447 -0.3931
C -1.1198 -2.9037 -0.4868
H 0.1069 -1.6714 0.4052
H 0.2741 -1.4235 -1.0576
H -1.2352 -0.8041 -0.2015
H -1.3372 -3.1111 -1.6975
H -2.1570 -2.9066 -0.0103
H -0.4643 -3.6770 -0.1454
C 1.1427 2.5833 -0.1844
C 0.4562 1.9747 1.0360
H 0.7438 2.1141 -1.1210
H 1.1666 3.5920 -0.0810
H 2.2383 2.3215 -0.2550
H 0.2708 0.8972 1.0002
H -0.5559 2.4145 1.2755
H 1.0426 2.1448 1.9168

No. 2
The following is a quantum chemistry calculation of a cluster of 6 separate species, C16H49O21P5 in total, from OMol25.

The energy above the lowest of the compared OMol25 structures with the same formula, charge and spin comes out at 248.46 kJ/mol. The value obtained for the LUMO energy (alpha / beta) is -2.84 / -10.26 eV. As for the frontier orbital gap (alpha / beta): 0.3171 / 0.0445 hartree. The max |F| is 4.90 eV/Å. The calculation puts the HOMO energy (alpha / beta) at -11.47 / -11.47 eV. Its spin multiplicity is 2. As for the net charge: +1. The calculation puts the total energy at -106825.5307 eV. As for the expectation value of S²: 0.7584.

Atoms and positions in Å:
C -0.8470 -4.0371 -2.3195
O -1.0163 -5.1650 -3.1523
H -1.7034 -3.8394 -1.6748
H -0.0823 -4.4019 -1.6337
H -0.5554 -3.1472 -2.8773
H -1.0530 -4.8467 -4.0572
C 4.2756 0.2695 -0.3975
O 5.2131 -0.2750 0.5353
P 5.6053 -1.8571 0.4978
O 6.5570 -2.3920 1.5381
O 4.1987 -2.6369 0.6383
C 3.6515 -3.5055 -0.3246
O 6.0822 -2.1136 -1.0123
C 7.4101 -1.7619 -1.4035
H 3.9916 -0.5103 -1.1040
H 4.6107 1.0530 -1.0771
H 3.3027 0.5159 0.0277
H 4.1616 -3.4646 -1.2870
H 2.6712 -3.1417 -0.6325
H 3.5564 -4.5502 -0.0286
H 7.8113 -2.7114 -1.7578
H 8.0320 -1.3909 -0.5889
H 7.3633 -1.0666 -2.2417
C 2.3944 6.4493 -5.0861
O 1.3263 6.5557 -4.0702
P 0.7080 5.1900 -3.5351
O -0.1262 5.1454 -2.3168
O -0.1882 4.6642 -4.8158
C -0.8267 3.3915 -4.9404
O 1.9534 4.2284 -3.4861
C 2.7961 4.2042 -2.3443
H 2.0611 7.1416 -5.8592
H 2.5615 5.4302 -5.4349
H 3.3514 6.6400 -4.6005
H -0.6859 2.8742 -5.8894
H -1.9081 3.4576 -4.8212
H -0.4132 2.7175 -4.1902
H 3.7672 3.8451 -2.6853
H 2.4168 3.4171 -1.6926
H 2.9992 5.1672 -1.8758
C -4.3565 -7.0908 4.2248
O -4.1025 -6.2941 3.0873
P -2.6390 -5.4449 2.9492
O -2.3665 -4.5884 4.1182
O -1.5431 -6.5905 2.6302
C -0.1404 -6.4802 2.4779
O -2.7509 -4.6455 1.5217
C -3.5982 -3.5409 1.4009
H -4.1573 -8.1286 3.9578
H -5.3177 -7.0183 4.7337
H -3.5960 -6.9243 4.9877
H 0.2611 -5.4702 2.5611
H 0.3121 -6.7876 1.5351
H 0.3246 -7.1267 3.2222
H -4.4946 -3.8035 0.8391
H -3.2609 -2.6594 0.8557
H -3.9854 -3.3346 2.3987
C -3.0321 -0.4833 -1.3585
O -1.8584 -0.8946 -1.8846
P -0.4777 -0.6177 -0.9524
O 0.8376 -0.8889 -1.5883
O -0.7666 -1.5876 0.2967
C 0.1493 -1.7295 1.3529
O -0.7635 0.8696 -0.3196
C -0.3849 2.0620 -0.9454
H -3.4570 0.3748 -1.8792
H -2.8929 -0.2150 -0.3112
H -3.8125 -1.2443 -1.3650
H 1.2046 -1.5542 1.1438
H 0.0289 -2.7627 1.6788
H -0.1741 -1.1214 2.1976
H -1.2292 2.4749 -1.4975
H 0.4453 1.8871 -1.6297
H -0.0575 2.6765 -0.1068
C -3.8884 6.0203 4.8381
O -3.1977 5.8014 3.6407
P -2.8250 4.3170 3.0037
O -3.3443 3.1315 3.7344
O -1.1796 4.5335 2.9523
C -0.3761 3.5801 3.5823
O -3.3954 4.4608 1.4884
C -3.2657 3.3874 0.5359
H -4.7939 6.5456 4.5343
H -3.4185 6.6566 5.5880
H -4.1042 5.0738 5.3337
H 0.5679 4.0477 3.8622
H -0.1561 2.6909 2.9915
H -0.7880 3.2751 4.5443
H -3.6400 2.4454 0.9366
H -2.1883 3.3223 0.3841
H -3.7788 3.8508 -0.3068

No. 3
The following is a quantum chemistry calculation of the ion C27H55ClN2O3PS3 with charge +1, from OMol25.

The energy above the lowest of the compared OMol25 structures with the same formula, charge and spin comes out at 13.97 kJ/mol. The value obtained for the LUMO energy is -3.38 eV. As for the frontier orbital gap: 0.2606 hartree. The max |F| is 0.44 eV/Å. The calculation puts the HOMO energy at -10.47 eV. As for the net charge: +1. The calculation puts the total energy at -92325.4690 eV.

Atoms and positions in Å:
C 0.1339 -0.1989 6.6206
C 0.3238 -1.7283 6.6317
C -0.7390 -2.5035 5.8202
C -0.1898 -3.2984 4.6261
C -1.2020 -3.4932 3.4943
C -1.5764 -2.2161 2.7365
C -0.3805 -1.5520 2.0307
C 0.3245 -0.4366 2.8131
N -0.1772 0.9529 2.6690
C -1.5990 1.0955 2.3232
C -2.0951 2.5297 2.4987
C -3.6112 2.6130 2.7329
C -4.4444 1.5992 1.9507
C -5.9359 1.9221 1.9856
C -6.7709 0.9880 1.1047
C -7.2088 -0.3053 1.8160
C -8.5206 -0.8813 1.2732
C 0.6517 1.7312 1.8550
S 1.4259 3.0493 2.3467
S 0.8291 1.1829 0.1119
C 2.5501 0.5819 0.1438
C 3.3597 1.1739 -1.0152
C 3.2084 0.3160 -2.2677
N 4.3494 0.5693 -3.2241
C 4.3708 2.0501 -3.5798
C 4.9030 2.2985 -4.9742
O 4.1835 1.6060 -5.9725
C 3.5142 0.4254 -5.5515
C 3.2612 -0.4228 -6.7854
C 2.5852 0.3136 -7.9509
C 1.5047 1.3054 -7.5532
Cl 3.7939 1.0720 -9.0336
C 4.3777 -0.2717 -4.4952
P 3.9924 -2.0580 -4.1825
O 4.8989 -2.3375 -2.8712
O 4.7220 -2.7955 -5.3925
S 2.1650 -2.4891 -3.9520
H -0.8984 0.0785 6.3974
H 0.4071 0.2431 7.5788
H 0.7616 0.2870 5.8708
H 1.3082 -1.9518 6.2125
H 0.3234 -2.0662 7.6673
H -1.2419 -3.2097 6.4853
H -1.5193 -1.8086 5.4982
H 0.7262 -2.8336 4.2455
H 0.1227 -4.2839 4.9815
H -0.8257 -4.2397 2.7877
H -2.1151 -3.9121 3.9312
H -2.3452 -2.4657 2.0020
H -2.0350 -1.5244 3.4450
H -0.6490 -1.1993 1.0343
H 0.3666 -2.3369 1.8684
H 0.3347 -0.6600 3.8803
H 1.3745 -0.4174 2.5024
H -2.1589 0.4501 2.9954
H -1.7716 0.7712 1.2870
H -1.7919 3.1601 1.6584
H -1.5781 2.9244 3.3773
H -3.9493 3.6093 2.4330
H -3.8107 2.5358 3.8053
H -4.1183 1.5989 0.9042
H -4.3147 0.5921 2.3593
H -6.2856 1.8331 3.0202
H -6.0962 2.9662 1.7020
H -6.1480 0.7023 0.2487
H -7.6370 1.5061 0.6878
H -7.3003 -0.1049 2.8860
H -6.4187 -1.0479 1.6779
H -9.1894 -0.0795 0.9534
H -8.3503 -1.5441 0.4241
H -9.0541 -1.4446 2.0393
H 2.5258 -0.5090 0.1038
H 2.9997 0.8726 1.0907
H 4.4176 1.1816 -0.7216
H 3.0188 2.1931 -1.1916
H 2.2968 0.5646 -2.8093
H 3.2026 -0.7328 -1.9933
H 5.1995 0.3864 -2.6897
H 3.3552 2.4263 -3.4865
H 5.0152 2.5522 -2.8612
H 5.9700 2.0559 -5.0484
H 4.7955 3.3648 -5.1778
H 2.5485 0.6854 -5.0947
H 4.2118 -0.8162 -7.1507
H 2.6247 -1.2713 -6.5252
H 2.1140 -0.4615 -8.5521
H 0.6357 0.7650 -7.1700
H 1.1969 1.8827 -8.4225
H 1.8463 2.0106 -6.7950
H 5.4106 -0.2337 -4.8569
H 5.8573 -2.3961 -3.0048
H 5.6568 -3.0361 -5.2741

No. 4
The following is a quantum chemistry calculation of a structure of composition BCdH22O13P, from OMol25.

The energy above the lowest of the compared OMol25 structures with the same formula, charge and spin comes out at 519.61 kJ/mol. The value obtained for the LUMO energy is 1.88 eV. As for the frontier orbital gap: 0.1191 hartree. The max |F| is 4.66 eV/Å. The calculation puts the HOMO energy at -1.36 eV. As for the net charge: -2. The calculation puts the total energy at -41498.7618 eV.

Atoms and positions in Å:
Cd 6.1468 11.0297 -15.6614
P 7.9553 15.1791 -15.2896
O 8.2857 16.4389 -16.1560
O 8.4894 15.7013 -13.9875
O 8.5302 13.9121 -15.8333
O 6.4905 14.7280 -15.3087
B 3.0408 9.1043 -14.4354
H 2.5956 8.9462 -15.4055
H 2.4484 8.6669 -13.6467
H 4.0253 8.6674 -14.5001
H 3.1677 10.1405 -14.1624
O -1.6302 4.5867 -10.7607
H -0.7728 4.5477 -11.1843
H -2.2075 4.9684 -11.4219
O 4.1171 6.8384 -9.9002
H 3.8506 7.0261 -10.8003
H 3.8177 5.9429 -9.7431
O 3.9288 15.2113 -11.3150
H 4.6962 15.6905 -11.0023
H 4.1902 14.8716 -12.1708
O 7.8121 10.1811 -12.0082
H 8.6955 10.3384 -11.6749
H 7.3506 9.7673 -11.2788
O 8.1811 8.1841 -17.3069
H 8.9212 8.4865 -17.8332
H 8.3390 7.2477 -17.1866
O 4.3891 11.2356 -19.3786
H 4.4831 11.8592 -20.0986
H 4.7040 10.4058 -19.7370
O -1.7251 9.6735 -16.9408
H -0.8424 9.4749 -16.6286
H -1.6038 10.3896 -17.5643
O -1.1193 11.7352 -12.2891
H -0.3486 11.3560 -12.7117
H -0.8404 12.6115 -12.0234
O 1.8281 4.2058 -15.9062
H 1.8497 5.1524 -15.7656
H 0.9140 4.0152 -16.1164

No. 5
The following is a quantum chemistry calculation of a structure of composition C2H4N2O, from OMol25.

The energy above the lowest of the compared OMol25 structures with the same formula, charge and spin comes out at 572.96 kJ/mol. The value obtained for the LUMO energy is -0.41 eV. As for the frontier orbital gap: 0.3033 hartree. The max |F| is 4.33 eV/Å. The calculation puts the HOMO energy at -8.66 eV. As for the net charge: 0. The calculation puts the total energy at -7160.5413 eV.

Atoms and positions in Å:
C 0.0882 0.9122 0.0966
C 1.0247 -0.0365 0.0283
O -1.8663 -0.3282 0.4380
N -1.0343 0.2991 -0.5366
N 2.2027 -0.4202 -0.1435
H -2.7423 -0.2983 0.0263
H 2.4462 -1.3258 0.2476
H 0.0727 1.9093 0.5086
H -0.1916 -0.7116 -0.6654

No. 6
The following is a quantum chemistry calculation of a structure of composition C4H2F4O, from OMol25.

The energy above the lowest of the compared OMol25 structures with the same formula, charge and spin comes out at 105.45 kJ/mol. The value obtained for the LUMO energy is 0.92 eV. As for the frontier orbital gap: 0.3806 hartree. The max |F| is 6.33 eV/Å. The calculation puts the HOMO energy at -9.43 eV. As for the net charge: 0. The calculation puts the total energy at -17093.4204 eV.

Atoms and positions in Å:
C 0.0289 -0.2087 -0.8403
C -0.0720 0.5228 0.2821
C -0.0528 -0.2118 -2.2430
C 0.0539 0.0030 2.1695
O 0.2910 -1.3592 -1.4855
F -0.3073 1.8175 0.2771
F 0.7587 -1.0745 2.2110
F -1.1386 -0.2492 2.6115
F 0.6699 1.0361 2.7497
H -0.9655 -0.2365 -2.8601
H 0.7338 -0.0396 -2.8721

No. 7
The following is a quantum chemistry calculation of a cluster of 2 separate species, C3H6N2S in total, from OMol25.

The energy above the lowest of the compared OMol25 structures with the same formula, charge and spin comes out at 659.63 kJ/mol. The value obtained for the LUMO energy is -0.86 eV. As for the frontier orbital gap: 0.2785 hartree. The max |F| is 8.08 eV/Å. The calculation puts the HOMO energy at -8.44 eV. As for the net charge: 0. The calculation puts the total energy at -17017.2044 eV.

Atoms and positions in Å:
C -0.0165 0.0750 0.0494
C 0.7908 -0.6451 0.8747
C 1.9924 -0.5687 1.2781
H -3.0488 -0.4299 1.0487
H -1.9345 -2.1537 0.6387
H -1.6381 0.3886 -1.2269
H 0.1576 -1.0651 1.7002
H 2.8183 -0.0401 0.3795
H 2.3475 -1.2891 1.9736
N -2.2496 -1.0689 0.0630
N -1.2266 -0.3577 -0.5017
S 0.5644 1.3380 -0.9160

No. 8
The following is a quantum chemistry calculation of a cluster of 2 separate species, C3H9Cl2N2P in total, from OMol25.

The value obtained for the LUMO energy (alpha / beta) is 0.62 / -2.65 eV. As for the frontier orbital gap (alpha / beta): 0.2317 / 0.2613 hartree. The max |F| is 6.92 eV/Å. The calculation puts the HOMO energy (alpha / beta) at -5.69 / -9.76 eV. Its spin multiplicity is 3. As for the net charge: 0. The calculation puts the total energy at -40565.2960 eV. As for the expectation value of S²: 2.0067.

Atoms and positions in Å:
C -1.5353 -0.5457 2.2908
C -1.5530 -0.9952 -0.0086
C 0.7272 2.0003 -1.5861
N -0.9193 -0.8750 1.2547
N 1.6711 1.1473 -0.9161
P 1.8426 -0.2361 -0.3371
Cl 2.7118 -1.7840 -1.5249
Cl 3.3061 -0.2283 1.0340
H -0.9265 -0.4875 3.1938
H -2.5225 -0.6254 2.4691
H 0.8721 -1.0038 0.4674
H -1.1964 -0.1125 -0.4004
H -1.2024 -1.8746 -0.4614
H -2.6542 -0.9575 0.0583
H 1.2501 2.7314 -2.2237
H 0.1627 1.3322 -2.2896
H -0.0341 2.5144 -1.0202

Which formula does entry 4 have?
BCdH22O13P

Which value of net charge does entry 2 give?
+1

What is the net charge in the eighth record?
0

Which formula does entry 3 have?
C27H55ClN2O3PS3